# C60H48InN5OP2SSi

A molecular structure, C60H48InN5OP2SSi at a distorted geometry (ωB97M-V/def2-TZVPD, OMol25).

```
! wB97M-V def2-TZVPD RIJCOSX def2/J DEFGRID3
* xyz 0 1
In -1.13037 -1.33397 0.06470
C 0.13117 -4.42018 -0.90926
Si 0.75650 -2.65172 -1.12566
C 1.07682 -2.33206 -2.98207
C 0.48858 -3.20199 -3.90778
C 0.58219 -2.99243 -5.27708
C 1.27550 -1.89675 -5.76044
C 1.88338 -1.02395 -4.86870
C 1.78738 -1.22422 -3.49454
P 2.62152 -0.13525 -2.27338
C 1.28356 0.98487 -1.73271
C -0.21022 0.77906 -1.92506
C -1.72872 3.13249 -2.09511
C -1.18008 4.02199 -0.89380
C -0.62363 3.42621 0.45258
C 1.49522 1.80289 -0.68538
C 3.67063 0.98947 -3.27244
C 5.04522 0.76663 -3.24753
C 5.91129 1.59628 -3.94892
C 5.40663 2.66411 -4.67524
C 4.03682 2.90069 -4.69990
C 3.17378 2.07040 -4.00155
C 2.29208 -2.61577 -0.02721
C 3.31191 -3.49845 -0.40036
C 4.36902 -3.79117 0.44233
C 4.40636 -3.22763 1.71076
C 3.42548 -2.32844 2.08998
C 2.38067 -1.98784 1.22763
P 1.30235 -0.55066 1.65726
C 1.20999 -0.55901 3.49639
C 0.04849 -1.03456 4.10134
C -0.06428 -1.08835 5.48455
C 0.97649 -0.64146 6.28348
C 2.12416 -0.12802 5.69349
C 2.24004 -0.08492 4.31251
C 2.47455 0.83134 1.38274
C 3.64965 0.71118 0.64899
C 4.45353 1.82420 0.42546
C 4.08734 3.06431 0.92485
C 2.90729 3.19360 1.65086
C 2.10583 2.08710 1.87274
H 0.97091 -5.11920 -0.89240
H -0.57515 -4.74010 -1.67275
H -0.37646 -4.48004 0.05484
H -0.05555 -4.06666 -3.56058
H 0.11518 -3.69024 -5.96168
H 1.35519 -1.72397 -6.82659
H 2.45230 -0.18745 -5.25109
H -0.47745 -0.24016 -2.18006
H -2.73286 3.34474 -2.45055
H -1.60667 5.02337 -0.90003
H 0.00881 4.23098 0.84206
H 2.45134 2.12757 -0.29339
H 5.43506 -0.06459 -2.67005
H 6.97832 1.41538 -3.92135
H 6.07690 3.31700 -5.21987
H 3.64240 3.73655 -5.26447
H 2.10602 2.26171 -4.01958
H 3.26890 -3.97257 -1.37672
H 5.15078 -4.46805 0.12098
H 5.20437 -3.47685 2.39860
H 3.47783 -1.87978 3.07320
H -0.76944 -1.37059 3.48570
H -0.96987 -1.47667 5.93343
H 0.89519 -0.68954 7.36207
H 2.93350 0.24324 6.30988
H 3.13567 0.33316 3.86918
H 3.94293 -0.24771 0.24058
H 5.36933 1.71756 -0.14286
H 4.71800 3.92803 0.75550
H 2.61062 4.16135 2.03605
H 1.17973 2.19349 2.42034
N -2.46896 3.58760 2.10758
C -2.73760 3.09496 3.37083
C -3.68558 3.42852 4.33002
C -3.59897 2.76845 5.54248
C -2.59580 1.81957 5.78652
C -1.66793 1.48339 4.81902
C -1.75056 2.12632 3.58577
N -0.93165 2.01588 2.46433
C -1.37503 2.91281 1.63203
C 0.17748 2.46903 -0.45780
C 0.19053 3.75545 -1.46576
S -0.35587 3.71903 -3.18592
C -1.49047 1.64974 -1.89484
N -0.77484 1.31800 -0.68189
H -2.97613 4.30467 1.62019
H -4.44361 4.18003 4.14995
H -4.31229 2.99861 6.32283
H -2.55310 1.33604 6.75438
H -0.88947 0.75529 5.01011
H 1.05392 4.37901 -1.23906
H -2.36415 1.03813 -2.08177
O -2.67076 -3.91956 3.22692
C -2.04674 -3.30735 2.43487
N -1.37665 -2.71238 1.64456
C -5.96894 -1.81252 2.49996
C -4.88917 -0.95345 2.63609
C -3.98921 -0.78313 1.59537
C -4.13007 -1.48112 0.39512
C -5.22406 -2.34713 0.27095
C -6.12738 -2.50539 1.30778
N -3.16093 -1.37471 -0.61369
C -3.54692 -1.43262 -1.95025
C -4.76614 -0.89685 -2.39620
C -5.09026 -0.89032 -3.74282
C -4.21641 -1.40209 -4.69425
C -3.00940 -1.93753 -4.26729
C -2.68777 -1.96376 -2.92026
H -6.67240 -1.94037 3.31193
H -4.75006 -0.40656 3.55801
H -3.15940 -0.08821 1.70080
H -5.34216 -2.92005 -0.63994
H -6.95344 -3.19557 1.18673
H -5.45038 -0.47343 -1.67204
H -6.04016 -0.47010 -4.05270
H -4.47664 -1.39333 -5.74441
H -2.31375 -2.35334 -4.98560
H -1.76064 -2.41765 -2.59565
*
```

Computed properties:
Kohn-Sham gap = 7.1 eV
energy relative to the best compared isomer or geometry (same formula, charge and spin) = 604.3 kJ/mol
molecular weight = 1092.00 g mol⁻¹
LUMO = 0.0064 Eh

Here are the Löwdin charges for atoms 1 to 5, given in e: atom 1 (In): 0.729, atom 2 (C): -0.194, atom 3 (Si): 0.584, atom 4 (C): -0.289, atom 5 (C): -0.113